DFT (ωB97M-V with the def2-TZVPD basis set) results for a structure of composition C22H32ClGeMoNO4S2SbSe.

Each line ends with the natural charge from an NBO analysis.
CARTESIAN COORDINATES (ANGSTROEM)
Mo  -0.539  -0.632  0.154  -0.008
S  -2.337  -2.271  1.033  -0.131
C  -2.004  -2.908  -0.512  -0.077
N  -1.078  -2.306  -1.220  -0.542
C  -0.894  -2.867  -2.467  0.201
C  0.011  -2.420  -3.426  -0.239
C  0.077  -3.096  -4.631  -0.203
C  -0.741  -4.200  -4.886  -0.238
C  -1.642  -4.650  -3.934  -0.223
C  -1.712  -3.975  -2.722  -0.235
S  -2.726  -4.284  -1.335  0.353
H  0.630  -1.559  -3.205  0.251
H  0.772  -2.762  -5.392  0.209
H  -0.671  -4.712  -5.837  0.205
H  -2.275  -5.505  -4.132  0.211
O  2.038  2.064  -0.598  -0.847
Cl  2.482  0.700  -0.686  2.556
O  2.970  0.251  0.599  -0.863
O  3.493  0.558  -1.690  -0.833
O  1.348  -0.168  -1.081  -0.836
C  3.131  -3.063  -0.363  -0.991
Sb  1.475  -2.657  0.919  1.166
C  0.788  -4.684  1.065  -1.009
C  2.542  -2.584  2.771  -0.998
H  3.700  -3.911  0.018  0.212
H  3.762  -2.177  -0.415  0.249
H  2.758  -3.291  -1.361  0.231
H  1.586  -5.341  1.413  0.214
H  0.454  -5.015  0.079  0.227
H  -0.061  -4.732  1.747  0.234
H  3.243  -3.416  2.848  0.214
H  1.836  -2.626  3.600  0.223
H  3.083  -1.640  2.815  0.242
C  0.426  3.379  4.866  -1.096
Ge  0.794  3.792  2.985  1.623
C  2.697  3.557  2.633  -1.093
C  0.252  5.644  2.638  -1.087
C  -0.187  2.601  1.788  -1.044
Se  0.001  0.718  2.268  0.539
C  -1.610  0.670  3.370  -0.804
H  1.122  3.925  5.506  0.223
H  0.557  2.312  5.053  0.235
H  -0.590  3.662  5.144  0.221
H  3.302  4.062  3.388  0.216
H  2.951  3.952  1.649  0.240
H  2.943  2.494  2.631  0.251
H  0.816  6.338  3.264  0.221
H  -0.811  5.777  2.849  0.223
H  0.429  5.903  1.593  0.231
H  0.241  2.670  0.792  0.276
H  -1.257  2.795  1.709  0.239
H  -1.535  1.378  4.196  0.206
H  -1.703  -0.344  3.753  0.225
H  -2.461  0.894  2.730  0.228
C  -1.508  0.535  -0.692  -0.083
C  -2.108  1.293  -1.769  -0.029
C  -3.314  0.877  -2.345  -0.226
C  -3.867  1.568  -3.412  -0.218
C  -3.233  2.694  -3.925  -0.251
C  -2.037  3.118  -3.360  -0.205
C  -1.478  2.428  -2.295  -0.229
H  -3.803  -0.001  -1.941  0.215
H  -4.798  1.226  -3.850  0.200
H  -3.666  3.232  -4.759  0.198
H  -1.530  3.990  -3.758  0.200
H  -0.533  2.740  -1.867  0.225

Values from the calculation:
Kohn-Sham gap, eV: 5.85
2S+1: 1
HOMO, eV: -3.37
ΔE to the lowest compared entry with this formula, charge and spin, kcal/mol: 14.3
Net charge: -1
F_max, eV Å⁻¹: 0.59
LUMO level, eV: 2.48

***

DFT (ωB97M-V with the def2-TZVPD basis set) results for a cluster of 8 separate species, C12H40O8 in total at a distorted geometry.

Each line ends with the natural charge from an NBO analysis.
CARTESIAN COORDINATES (ANGSTROEM)
C  11.700  9.669  14.674  -0.246
O  11.364  9.910  13.316  -0.744
H  12.613  9.064  14.755  0.167
H  11.779  10.626  15.197  0.158
H  10.860  9.179  15.122  0.177
H  12.160  10.281  12.912  0.484
C  6.984  13.600  8.250  -0.233
O  7.462  12.498  8.913  -0.798
H  5.997  13.384  7.884  0.176
H  6.914  14.521  8.847  0.162
H  7.619  13.887  7.388  0.156
H  8.449  12.426  9.031  0.516
C  10.354  11.583  10.600  -0.248
O  10.032  12.114  9.333  -0.787
H  10.275  10.495  10.607  0.179
H  11.366  11.858  10.870  0.160
H  9.717  12.019  11.369  0.186
H  10.329  11.458  8.647  0.514
C  14.065  12.627  12.405  -0.245
O  14.035  11.224  12.283  -0.747
H  13.602  13.070  11.522  0.166
H  13.535  12.964  13.282  0.188
H  15.090  13.018  12.473  0.166
H  14.412  10.919  11.448  0.480
C  10.497  15.697  9.422  -0.624
C  10.589  15.215  7.973  -0.061
O  9.831  16.144  7.179  -0.738
H  9.473  15.552  9.741  0.208
H  10.727  16.755  9.540  0.214
H  11.119  15.097  10.087  0.208
H  10.141  14.234  7.884  0.172
H  11.605  15.212  7.601  0.155
H  9.773  15.816  6.268  0.465
C  6.735  10.271  11.314  -0.639
C  6.001  9.791  10.053  -0.061
O  6.837  9.814  8.918  -0.769
H  7.676  9.726  11.514  0.201
H  6.093  10.130  12.183  0.208
H  6.971  11.320  11.279  0.217
H  5.087  10.369  9.977  0.166
H  5.689  8.757  10.234  0.169
H  7.059  10.763  8.786  0.510
C  8.516  6.278  9.909  -0.636
C  9.372  7.551  9.929  -0.063
O  9.193  8.394  8.775  -0.790
H  8.717  5.686  10.796  0.212
H  8.722  5.639  9.040  0.212
H  7.430  6.470  9.890  0.205
H  10.420  7.235  9.885  0.179
H  9.153  8.153  10.818  0.170
H  8.329  8.851  8.879  0.511
C  9.598  11.788  5.812  -0.634
C  9.863  10.342  6.246  -0.062
O  10.623  10.311  7.452  -0.779
H  8.964  12.309  6.537  0.204
H  9.055  11.823  4.848  0.214
H  10.493  12.386  5.713  0.207
H  10.378  9.801  5.453  0.168
H  8.882  9.884  6.456  0.176
H  10.271  9.551  7.991  0.521

Values from the calculation:
Kohn-Sham gap, eV: 10.61
2S+1: 1
HOMO, eV: -10.07
SMILES: CCO.CCO.CCO.CCO.CO.CO.CO.CO
ΔE to the lowest compared entry with this formula, charge and spin, kcal/mol: 53.4
Net charge: 0
F_max, eV Å⁻¹: 1.94
LUMO level, eV: 0.54